{"formula": "C5H12N4O", "method": "ωB97M-V/def2-TZVPD", "e_tot_ha": -491.848757, "multiplicity": 1, "e_lumo_ev": [0.66, 0.66], "elements": ["H", "N", "N", "O", "C", "C", "N", "N", "C", "C", "C", "H", "H", "H", "H", "H", "H", "H", "H", "H", "H", "H"], "xyz": [[4.194, 0.954, 0.898], [3.843, 0.278, 0.171], [2.612, 0.355, 0.232], [1.980, 1.220, 0.920], [2.046, -0.629, -0.543], [0.687, -0.882, -0.505], [0.096, -1.898, -1.179], [-0.092, -0.268, 0.434], [-1.438, 0.031, 0.244], [-1.596, 0.787, -1.042], [-2.031, 0.853, 1.406], [2.600, -1.404, -1.011], [0.628, -2.792, -1.427], [-0.758, -2.226, -0.792], [0.540, 0.514, 0.696], [-1.968, -0.964, 0.351], [-0.934, 1.622, -1.243], [-1.329, 0.049, -1.862], [-2.673, 1.203, -1.048], [-1.507, 1.849, 1.597], [-1.851, 0.354, 2.330], [-3.052, 0.994, 1.373]], "forces_ev_per_a": [[-0.24, -0.46, -0.99], [2.89, 1.25, 1.70], [0.32, -0.24, -0.37], [-0.13, -0.28, -0.21], [-3.55, -0.91, -0.82], [0.27, -0.42, 1.89], [1.09, -2.93, -1.64], [3.27, 0.56, 0.14], [-2.09, 0.35, 1.03], [-2.27, -0.82, -1.80], [3.43, 0.86, 0.66], [1.13, 0.22, -0.15], [-0.45, 2.34, 0.32], [-0.81, 0.20, 0.39], [-0.95, 0.27, 0.87], [-0.10, 1.03, -0.95], [0.31, 0.18, 0.82], [-1.00, 1.04, 0.45], [1.54, -0.83, -0.74], [-0.66, -1.05, -0.80], [0.19, -0.75, 0.82], [-2.18, 0.37, -0.63]], "nbo_charge": [0.33, -0.44, 0.32, -0.54, -0.30, 0.45, -0.81, -0.62, -0.05, -0.64, -0.60, 0.22, 0.40, 0.38, 0.42, 0.18, 0.23, 0.22, 0.21, 0.21, 0.21, 0.21]}